Record 1
Formula: C8H23Cl2N7O14
Source: the OMol25 dataset
Level of theory: ωB97M-V/def2-TZVPD

Each line ends with the Löwdin charge.
Geometry (Å):
C 0.657 -0.169 0.179  0.053
N -0.820 -0.001 -0.037  -0.422
O -1.262 1.062 -0.479  0.046
O -1.521 -0.970 0.278  0.029
H 0.736 -0.558 1.194  0.096
H 1.213 0.768 0.149  0.096
H 0.984 -0.853 -0.604  0.099
C 3.120 2.483 -4.962  0.042
N 1.995 1.950 -4.102  -0.410
O 1.779 0.734 -4.089  0.042
O 1.370 2.821 -3.456  0.036
H 3.459 3.489 -4.714  0.098
H 2.654 2.509 -5.947  0.097
H 3.901 1.732 -5.076  0.095
C -5.093 0.023 -2.886  0.043
N -6.095 0.457 -1.851  -0.419
O -6.359 1.678 -1.777  0.029
O -6.614 -0.378 -1.137  0.061
H -4.545 -0.841 -2.511  0.094
H -4.418 0.876 -2.954  0.092
H -5.497 -0.202 -3.873  0.098
C -3.394 0.251 4.067  0.053
N -1.904 0.267 4.059  -0.443
O -1.313 1.263 3.623  0.036
O -1.340 -0.640 4.644  0.050
H -3.711 -0.653 3.548  0.103
H -3.720 1.159 3.559  0.099
H -3.592 0.238 5.139  0.104
C -0.812 5.461 0.108  0.052
N 0.066 6.322 0.981  -0.451
O 0.618 5.722 1.896  0.044
O 0.089 7.518 0.780  0.065
H -0.086 4.771 -0.322  0.094
H -1.280 6.096 -0.645  0.096
H -1.443 4.870 0.770  0.100
C 2.415 -3.788 -3.945  0.017
N 3.103 -5.052 -3.877  -0.462
O 2.383 -6.014 -4.053  0.064
O 4.233 -5.111 -3.434  0.073
H 3.127 -2.963 -3.983  0.096
H 1.824 -3.639 -3.041  0.109
H 1.842 -3.772 -4.872  0.103
C 1.001 -5.299 2.747  0.043
N 1.486 -5.161 1.346  -0.442
O 2.372 -4.366 1.087  0.051
O 0.934 -5.823 0.477  0.052
H 0.004 -4.876 2.867  0.100
H 1.629 -4.603 3.303  0.094
H 1.003 -6.336 3.083  0.103
Cl 3.338 0.521 4.418  0.464
C 2.880 1.646 5.733  -1.025
Cl 3.303 0.970 7.290  0.507
H 3.487 2.539 5.585  0.023
H 1.814 1.873 5.717  0.029

Atomic forces in eV per Å
C -0.153 0.150 0.297
N -1.241 0.478 0.089
O 0.751 -1.408 0.501
O 0.917 1.209 -0.492
H 0.128 -0.382 -0.307
H -0.527 0.071 -0.353
H 0.091 -0.066 0.334
C -0.571 -0.770 -1.060
N -0.341 0.868 1.487
O 0.277 2.023 -0.085
O 0.996 -2.106 -1.280
H -0.280 -0.398 0.498
H -0.033 0.240 -0.098
H -0.041 0.117 0.575
C 0.918 0.448 0.459
N -1.238 1.505 0.185
O 0.765 -2.162 -0.414
O 0.503 0.135 -0.509
H -0.302 0.067 0.110
H -0.030 -0.158 -0.182
H -0.579 0.170 0.393
C 0.540 0.212 -0.286
N 1.457 1.129 0.476
O -0.937 -1.184 0.059
O -0.334 0.009 -0.531
H -0.063 0.101 0.252
H -0.094 -0.225 0.210
H -0.530 -0.064 -0.262
C 1.107 -0.026 0.003
N -0.928 -0.416 0.739
O 0.052 0.678 -0.601
O 0.343 -0.364 0.041
H -0.259 -0.046 -0.323
H -0.121 -0.265 0.314
H -0.188 0.390 -0.184
C 0.125 2.165 -0.784
N -0.210 -1.372 1.842
O 0.180 -0.356 -0.638
O 0.160 0.328 -0.589
H 0.177 -0.239 0.016
H -0.155 -0.447 -0.218
H -0.278 -0.089 0.391
C 0.292 1.036 0.605
N -0.537 -0.208 -1.641
O -0.167 -0.093 0.795
O 0.043 0.005 0.844
H -0.143 -0.268 -0.654
H 0.238 -0.607 0.269
H 0.255 0.205 -0.248
Cl -0.341 0.219 0.128
C 0.375 0.229 -0.425
Cl -0.019 -0.119 0.431
H -0.258 -0.111 0.027
H 0.210 -0.237 -0.207

Its calculated total energy is -2674.93539 a.u. As for the HOMO energy: -10.944 eV. Its spin multiplicity is 1. The calculation puts the energy above the lowest of the compared OMol25 structures with the same formula, charge and spin at 1.230 eV. Its HOMO-LUMO gap is 10.448 eV.

---

Record 2
Formula: C3H11NO2
Source: the OMol25 dataset
Level of theory: ωB97M-V/def2-TZVPD

Each line ends with the Mulliken spin population.
Geometry (Å):
C 0.407 2.205 -0.085  0.114
C 0.976 0.770 -0.003  0.284
C -0.707 0.113 1.500  0.619
N 0.068 -0.255 0.478  0.081
H 1.112 2.898 -0.555  -0.056
H -0.551 2.204 -0.604  0.024
H 0.371 2.616 0.931  -0.038
H 1.840 0.816 0.685  -0.161
H 1.179 0.540 -1.055  -0.003
H -0.870 1.140 1.855  0.049
H -1.406 -0.516 2.046  0.060
H -0.890 -0.531 -1.861  0.036
H -1.123 -1.916 -2.176  -0.023
O -1.138 -1.052 -2.640  0.001
H 0.378 -2.310 0.160  0.008
H -0.234 -3.601 0.659  -0.002
O 0.586 -3.120 0.666  0.009

Atomic forces in eV per Å
C 0.672 0.090 0.875
C -1.129 0.235 -0.235
C -0.603 0.883 1.410
N -0.225 -0.114 -1.130
H 0.052 -0.233 -0.518
H -0.103 0.195 0.166
H -0.716 -0.048 -0.107
H 0.435 -0.055 -0.425
H 0.863 -0.379 0.339
H 0.385 0.010 -0.434
H 0.254 -0.754 -0.490
H 0.140 0.619 0.213
H -0.105 0.413 -0.755
O 0.038 -1.001 0.786
H 0.143 0.691 0.660
H -0.466 -0.313 0.107
O 0.365 -0.238 -0.460

Its calculated total energy is -326.06913 a.u. As for the HOMO energy (spin up / spin down): 0.154 / -4.106 eV. Its spin multiplicity is 2. The calculation puts the energy above the lowest of the compared OMol25 structures with the same formula, charge and spin at 0.845 eV. As for the charge: -1. Its HOMO-LUMO gap (spin up / spin down) is 3.933 / 8.093 eV.

---

Record 3
Formula: C3HLiO4Ru
Source: the OMol25 dataset
Level of theory: ωB97M-V/def2-TZVPD

Each line ends with the Mulliken spin population.
Geometry (Å):
O 2.022 0.777 -0.057  0.270
C 1.695 -0.423 -0.480  -0.152
O 0.405 -0.765 -0.169  0.189
O 2.584 -1.172 -0.072  0.407
Ru 0.537 2.176 0.201  4.338
C -0.458 0.229 0.041  0.751
C -1.782 -0.095 0.087  -0.032
O -2.919 -0.189 0.067  0.237
Li -5.097 -0.711 -0.081  0.000
H 3.014 0.174 0.464  -0.008

Atomic forces in eV per Å
O 0.517 3.540 -0.006
C 0.588 -3.389 5.047
O -0.943 0.013 -2.072
O 0.146 -0.721 -1.708
Ru 0.606 1.611 0.297
C 1.118 -0.470 -0.376
C -3.060 -0.360 -0.176
O 2.415 0.070 0.224
Li -1.314 -0.350 -0.049
H -0.074 0.058 -1.180

Its calculated total energy is -515.94594 a.u. As for the HOMO energy (spin up / spin down): -28.764 / -29.823 eV. Its spin multiplicity is 7. As for the charge: +4. Its HOMO-LUMO gap (spin up / spin down) is 9.216 / 6.610 eV.

---

Record 4
Formula: C35H31AuN2O2Sb
Source: the OMol25 dataset
Level of theory: ωB97M-V/def2-TZVPD

Each line ends with the Löwdin charge.
Geometry (Å):
Au 0.342 -0.755 -1.899  1.094
O -0.886 -2.251 -1.454  -0.237
C -0.491 -3.497 -1.265  -0.319
C -1.492 -4.363 -0.781  -0.002
C -1.251 -5.695 -0.562  -0.048
C 0.014 -6.239 -0.817  -0.072
C 1.006 -5.420 -1.282  -0.038
C 0.805 -4.038 -1.498  -0.138
C 1.979 -3.300 -1.872  -0.035
N 2.095 -2.025 -1.922  -0.096
N 3.195 -1.300 -2.107  0.085
C 3.019 -0.011 -2.209  -0.422
O 1.849 0.568 -2.272  -0.218
C 4.214 0.852 -2.252  -0.157
C 5.494 0.302 -2.311  -0.023
C 6.600 1.133 -2.291  -0.065
C 6.438 2.510 -2.207  -0.066
C 5.165 3.060 -2.163  -0.066
C 4.054 2.235 -2.191  -0.022
H -2.468 -3.924 -0.613  0.115
H -2.046 -6.328 -0.192  0.116
H 0.208 -7.288 -0.644  0.111
H 1.989 -5.833 -1.474  0.117
H 2.875 -3.885 -2.081  0.147
H 5.611 -0.770 -2.378  0.110
H 7.594 0.710 -2.336  0.110
H 7.305 3.156 -2.179  0.110
H 5.039 4.133 -2.107  0.108
H 3.054 2.647 -2.170  0.107
C -3.536 2.374 1.561  -0.042
C -2.738 3.301 0.682  -0.295
C -3.151 4.624 0.539  -0.032
C -2.469 5.523 -0.266  -0.055
C -1.335 5.121 -0.953  -0.073
C -0.894 3.814 -0.826  -0.127
C -1.587 2.918 -0.016  -0.319
Sb -0.802 0.928 0.085  1.666
C -2.599 -0.226 -0.031  -0.380
C -3.318 0.036 -1.192  -0.157
C -4.514 -0.619 -1.437  -0.069
C -4.983 -1.538 -0.511  -0.061
C -4.258 -1.797 0.643  -0.044
C -3.049 -1.157 0.904  -0.309
C -2.276 -1.487 2.151  -0.032
C 0.149 0.893 2.004  -0.315
C -0.165 1.925 2.878  -0.117
C 0.379 1.936 4.154  -0.062
C 1.243 0.923 4.537  -0.052
C 1.586 -0.079 3.641  -0.029
C 1.061 -0.107 2.353  -0.309
C 1.506 -1.168 1.382  -0.068
H -4.151 2.945 2.253  0.090
H -2.895 1.714 2.148  0.057
H -4.198 1.747 0.961  0.087
H -4.033 4.951 1.078  0.119
H -2.826 6.541 -0.352  0.113
H -0.797 5.818 -1.582  0.111
H -0.008 3.493 -1.361  0.091
H -2.950 0.763 -1.911  0.099
H -5.072 -0.412 -2.340  0.111
H -5.915 -2.059 -0.689  0.111
H -4.635 -2.517 1.360  0.117
H -2.815 -2.210 2.760  0.087
H -2.097 -0.599 2.760  0.075
H -1.306 -1.920 1.898  0.070
H -0.823 2.729 2.569  0.093
H 0.128 2.738 4.836  0.113
H 1.665 0.922 5.533  0.114
H 2.279 -0.855 3.939  0.118
H 2.178 -1.876 1.864  0.092
H 2.050 -0.713 0.550  0.061
H 0.660 -1.727 0.973  0.047

Atomic forces in eV per Å
Au 1.955 -0.015 1.766
O -0.124 0.896 -0.425
C 0.376 -0.350 0.130
C -0.061 0.212 0.021
C 0.104 0.012 -0.049
C -0.030 -0.051 0.010
C 0.025 -0.027 0.009
C -0.265 0.092 -0.182
C 0.508 -0.216 -0.073
N -2.579 0.956 -0.279
N 1.126 0.142 -0.460
C 0.293 -1.000 0.067
O -1.092 -0.057 0.103
C -0.052 0.268 0.012
C -0.040 -0.046 -0.009
C 0.043 0.033 0.005
C -0.042 0.012 -0.002
C 0.027 0.032 -0.003
C -0.047 -0.106 -0.031
H -0.004 -0.025 0.029
H -0.018 0.007 -0.021
H -0.006 0.003 -0.008
H 0.010 0.039 -0.008
H 0.113 0.088 0.275
H 0.001 0.002 0.030
H -0.012 -0.023 -0.005
H 0.007 -0.007 -0.015
H -0.002 -0.002 -0.006
H 0.023 0.041 0.030
C 0.015 0.041 -0.057
C 0.000 -0.011 0.058
C -0.005 0.008 -0.011
C -0.015 -0.031 0.022
C 0.026 0.039 -0.034
C -0.010 -0.011 0.021
C 0.392 -0.375 -0.306
Sb -0.762 -0.582 -0.463
C 0.163 0.172 0.289
C 0.028 0.023 0.062
C 0.004 0.000 -0.019
C -0.020 -0.010 -0.015
C 0.016 -0.037 -0.001
C -0.027 0.015 -0.034
C -0.055 0.042 -0.036
C 0.092 -0.115 -0.509
C -0.051 0.038 -0.074
C -0.004 0.011 0.012
C -0.024 0.028 0.017
C -0.023 -0.009 -0.039
C -0.008 -0.038 0.043
C -0.025 0.093 0.053
H 0.023 0.008 0.017
H -0.040 -0.031 0.016
H 0.000 -0.024 0.029
H -0.001 0.000 -0.003
H 0.006 0.003 -0.002
H 0.002 -0.006 0.001
H 0.003 0.017 -0.017
H -0.031 -0.012 -0.024
H -0.002 -0.002 0.001
H -0.009 0.012 0.013
H 0.005 -0.003 -0.005
H 0.015 -0.007 0.003
H 0.021 -0.015 0.019
H 0.008 -0.015 0.049
H -0.001 -0.005 0.024
H 0.008 -0.014 0.020
H 0.014 -0.008 -0.007
H 0.015 0.016 0.010
H -0.023 -0.033 -0.016
H 0.022 -0.035 0.000
H 0.022 -0.043 -0.017

Its calculated total energy is -1987.94154 a.u. As for the HOMO energy (spin up / spin down): -10.909 / -10.909 eV. Its spin multiplicity is 1. The calculation puts the energy above the lowest of the compared OMol25 structures with the same formula, charge and spin at 1.572 eV. As for the charge: +1. Its HOMO-LUMO gap (spin up / spin down) is 5.563 / 5.562 eV.

---

Record 5
Formula: C18H42GaKNPS
Source: the OMol25 dataset
Level of theory: ωB97M-V/def2-TZVPD

Each line ends with the Löwdin charge.
Geometry (Å):
C -2.057 -0.100 -6.266  -0.131
C -2.078 1.010 -5.016  -0.288
C -0.626 1.821 -5.152  -0.211
C -0.279 2.722 -3.794  -0.192
C 0.462 1.697 -2.748  -0.203
C -0.149 1.695 -1.227  -0.188
C -1.785 1.632 -1.133  -0.202
C -2.369 0.215 -0.491  -0.288
C -3.652 0.433 0.515  -0.211
C -3.266 1.010 2.003  -0.214
C -1.710 0.767 2.457  -0.226
C -1.407 0.989 4.054  -0.222
C 0.259 1.000 4.201  -0.275
C 0.847 -0.550 4.292  -0.303
Ga 2.546 -0.880 3.162  0.215
C 2.822 0.531 1.626  -0.260
C 2.608 -2.754 2.238  -0.296
C 2.327 -2.592 0.598  -0.288
C 2.506 -4.030 -0.198  -0.315
N 1.207 -4.765 -0.449  -0.076
P 4.396 -0.546 4.628  0.125
S 4.034 1.103 5.649  -0.119
H -3.082 -0.656 -6.381  0.074
H -1.732 0.484 -7.250  0.099
H -1.203 -0.872 -6.002  0.090
H -2.036 0.407 -4.001  0.006
H -3.009 1.720 -5.073  0.121
H -0.665 2.461 -6.132  0.116
H 0.185 0.970 -5.336  0.120
H -1.240 3.248 -3.375  0.109
H 0.457 3.578 -4.150  0.119
H 1.593 2.067 -2.668  0.130
H 0.544 0.583 -3.167  0.120
H 0.257 0.701 -0.708  0.105
H 0.296 2.581 -0.581  0.135
H -2.117 2.576 -0.483  0.141
H -2.338 1.763 -2.176  0.049
H -2.791 -0.400 -1.424  -0.148
H -1.506 -0.446 -0.046  0.125
H -4.481 1.130 0.022  0.116
H -4.176 -0.626 0.673  0.124
H -3.460 2.187 2.026  0.119
H -3.972 0.576 2.862  0.125
H -1.440 -0.362 2.202  0.123
H -1.034 1.479 1.785  0.116
H -1.855 0.136 4.755  0.120
H -1.752 2.047 4.466  0.108
H 0.656 1.546 3.218  0.077
H 0.563 1.667 5.125  0.104
H 0.005 -1.360 4.111  0.047
H 1.171 -0.687 5.433  0.052
H 2.067 0.254 0.774  -0.030
H 3.960 0.499 1.269  0.018
H 2.626 1.575 2.120  -0.003
H 1.725 -3.428 2.636  0.054
H 3.656 -3.285 2.315  0.049
H 1.287 -2.103 0.373  0.083
H 3.147 -1.865 0.127  0.098
H 3.048 -3.827 -1.228  0.098
H 3.209 -4.725 0.429  0.111
H 0.718 -4.234 -1.205  0.047
H 1.462 -5.698 -0.867  0.062
H 4.650 -1.686 5.476  -0.089
H 5.518 -0.230 3.740  -0.080
K -3.545 -0.154 -2.634  1.007

Atomic forces in eV per Å
C 0.406 0.578 0.695
C 1.470 -0.649 -0.972
C -0.865 -0.180 0.173
C 0.589 -0.705 -1.397
C 0.955 0.637 0.563
C 0.547 -1.099 0.108
C -0.304 0.363 0.703
C 0.219 -0.250 -0.021
C -0.303 -0.903 0.365
C 0.033 1.076 0.890
C -0.523 -0.548 -0.230
C 1.243 0.626 0.070
C -0.709 -0.320 -0.479
C -0.622 0.643 1.849
Ga -0.520 -0.261 -0.950
C 0.648 0.518 0.195
C -0.615 -0.804 -1.670
C 1.149 -0.378 0.022
C 0.843 0.642 -0.153
N 0.916 0.123 -0.897
P -0.291 0.324 -0.838
S -0.020 0.471 0.625
H 2.008 1.080 -0.001
H -0.957 -1.432 2.083
H -1.823 1.480 -0.676
H 0.446 1.534 -2.473
H 1.779 -1.281 0.231
H -0.023 -1.102 1.934
H -1.582 1.987 0.564
H 1.815 -1.169 -0.768
H -1.487 -1.799 0.962
H -2.451 -0.961 -0.075
H -0.508 2.427 0.815
H -0.777 2.248 -1.031
H -1.146 -1.751 -1.501
H 0.407 -2.296 -1.349
H 1.506 0.281 1.880
H 5.222 0.444 9.003
H -1.802 1.569 -0.520
H 1.771 -1.295 0.859
H 1.142 2.127 -0.392
H 0.408 -2.505 -0.123
H 1.386 0.729 -2.145
H -0.343 2.339 0.548
H -1.239 -1.554 1.581
H 0.833 1.811 -1.739
H 0.264 -2.158 -1.126
H -0.735 -1.100 2.189
H -0.490 -1.564 -1.869
H 1.441 1.694 0.202
H -0.730 0.168 -2.329
H 1.512 0.846 1.373
H -2.556 0.108 0.449
H 0.279 -1.762 -1.308
H 1.964 0.950 -0.641
H -2.116 0.763 0.022
H 1.709 -1.014 0.405
H -1.778 -1.468 1.098
H -0.830 -0.308 1.909
H -1.375 1.367 -1.097
H 0.481 -0.731 0.810
H -0.478 1.301 0.508
H 0.591 0.453 -0.558
H -0.277 -0.977 0.881
K -5.706 0.616 -7.232

Its calculated total energy is -4029.55374 a.u. As for the HOMO energy: -5.598 eV. Its spin multiplicity is 1. Its HOMO-LUMO gap is 3.691 eV.